(1)
C29H33Cl8N5 | ωB97M-V with the def2-TZVPD basis set

Structure (ORCA input):
```
! wB97M-V def2-TZVPD RIJCOSX def2/J DEFGRID3
* xyz 0 1
C 4.3931 3.5179 -1.4119
C 3.9020 3.3064 -0.1381
C 3.5093 4.4052 0.6190
N 3.5938 5.6693 0.1887
C 4.0870 5.8538 -1.0370
C 4.4544 4.8226 -1.8732
H 4.7045 2.7158 -2.0692
H 3.8640 2.3292 0.3221
H 3.0738 4.2819 1.6057
H 4.1061 6.8700 -1.4158
H 4.8589 5.0801 -2.8438
C -4.1899 -0.9609 -2.6832
C -3.7235 -0.9042 -1.3781
C -2.7421 0.0282 -1.0744
N -2.1637 0.8011 -1.9888
C -2.5443 0.6411 -3.2541
C -3.6095 -0.1614 -3.6433
H -4.9859 -1.6539 -2.9305
H -4.1143 -1.5613 -0.6149
H -2.4401 0.2403 -0.0564
H -2.0347 1.2754 -3.9761
H -3.9251 -0.2655 -4.6723
C -3.1590 -0.7443 5.4991
C -4.1921 -0.8488 4.5820
C -3.9474 -0.4701 3.2803
N -2.7368 -0.1710 2.8234
C -1.7503 -0.1232 3.7006
C -1.9426 -0.2732 5.0656
H -3.3845 -0.8793 6.5493
H -5.1533 -1.1882 4.9435
H -4.7219 -0.5457 2.5237
H -0.7430 0.0875 3.3577
H -1.1535 -0.1301 5.7926
C -1.9019 -3.5050 -0.0149
C -2.0769 -4.1031 1.2191
C -2.3998 -5.4571 1.2418
N -2.5448 -6.1845 0.1484
C -2.2692 -5.6284 -1.0119
C -1.9113 -4.2863 -1.1558
H -1.7051 -2.4410 -0.0728
H -1.9215 -3.5372 2.1280
H -2.6268 -5.9581 2.1765
H -2.3758 -6.2894 -1.8663
H -1.8005 -3.8112 -2.1230
C 3.5020 -2.5254 -3.5870
C 3.9262 -2.2827 -2.3029
C 3.0337 -2.5472 -1.2717
N 1.8480 -3.0970 -1.4392
C 1.5056 -3.4390 -2.6672
C 2.2987 -3.1752 -3.7739
H 4.0705 -2.2219 -4.4584
H 4.9144 -1.9068 -2.0779
H 3.3568 -2.4049 -0.2455
H 0.5281 -3.8907 -2.8050
H 1.9920 -3.4236 -4.7815
Cl 1.3841 -1.1917 1.4539
C 0.5675 -0.2627 0.2212
Cl 1.5362 1.0362 -0.4873
H 0.2117 -0.8870 -0.5919
H -0.3101 0.1980 0.6615
Cl 1.3368 4.7398 -4.0313
C 1.0847 4.0250 -2.4338
Cl -0.6079 3.6619 -2.1242
H 1.6388 3.0947 -2.4088
H 1.4644 4.6887 -1.6652
Cl 3.2072 2.0756 3.6308
C 3.7816 0.4126 3.5017
Cl 2.8246 -0.7294 4.4489
H 3.7023 0.0962 2.4664
H 4.8155 0.3646 3.8199
Cl -0.7940 2.6790 2.0290
C -1.8025 4.0542 1.5926
Cl -3.3298 4.0513 2.5072
H -1.3136 4.9913 1.8203
H -2.0297 3.9725 0.5377
*
```

Values from the calculation:
Energy above the lowest of the compared OMol25 structures with the same formula, charge and spin, kcal/mol: 0.00
SMILES: c1ccncc1.c1ccncc1.c1ccncc1.c1ccncc1.c1ccncc1.ClCCl.ClCCl.ClCCl.ClCCl
Total energy, a.u.: -5080.1277
Gap between HOMO and LUMO, eV: 10.0
HOMO level, eV: -9.548

Here are the Löwdin charges for atoms 1 to 5, given in e: number 1, C, carries -0.09; number 2, C, carries -0.12; number 3, C, carries -0.15; number 4, N, carries 0.06; number 5, C, carries -0.17

(2)
C4H7NO | ωB97M-V with the def2-TZVPD basis set

Structure (ORCA input):
```
! wB97M-V def2-TZVPD RIJCOSX def2/J DEFGRID3
* xyz 0 1
C 1.6773 0.3416 -0.0579
N 0.2058 0.2582 -0.0775
C -0.4330 1.3488 -0.4361
C -0.3084 -0.9210 0.3669
C -1.6966 -1.2413 0.2910
O -2.2054 -2.2558 0.7493
H 2.0078 1.1188 -0.7470
H 2.0954 -0.6207 -0.3512
H 1.9890 0.5912 0.9580
H -1.5031 1.4146 -0.3093
H 0.1298 2.1630 -0.8683
H 0.3983 -1.6516 0.7357
H -2.3259 -0.5087 -0.2632
*
```

Values from the calculation:
Energy above the lowest of the compared OMol25 structures with the same formula, charge and spin, kcal/mol: 66.95
Total energy, a.u.: -286.5250
Gap between HOMO and LUMO (alpha / beta), eV: 7.7 / 7.7
HOMO level (alpha / beta), eV: -7.633 / -7.633

Here are the Löwdin charges for atoms 1 to 5, given in e: number 1, C, carries -0.02; number 2, N, carries -0.24; number 3, C, carries 0.04; number 4, C, carries -0.09; number 5, C, carries -0.32

- Which value of energy above the lowest of the compared OMol25 structures with the same formula, charge and spin does entry 2 give?
  66.95 kcal/mol